i:
This record from OMol25 describes 2 unconnected molecules or ions with the total composition C5H15N2O. The level of theory is the ωB97M-V functional and the def2-TZVPD basis.

Element x y z (Å)
C -2.695 1.200 -0.199
C -1.214 1.518 -0.476
C -0.427 0.518 -1.327
C 0.473 -0.405 -0.655
C 1.582 -1.048 -1.176
N 0.442 -0.539 0.896
N -0.540 2.013 0.776
H -2.864 0.358 0.401
H -3.442 1.242 -1.000
H -3.208 2.031 0.361
H -1.209 2.535 -1.095
H -1.158 -0.135 -1.842
H -0.024 1.141 -2.276
H 1.809 -2.022 -0.785
H 1.888 -1.184 -2.244
H 0.003 1.270 1.167
H 1.246 -0.999 1.505
H -0.407 -1.100 1.076
H 0.145 2.779 0.483
H -1.072 2.285 1.617
H 3.772 -3.683 0.854
H 3.724 -4.188 2.332
O 3.175 -3.586 1.606

* net charge: +1
* HOMO energy: -12.601 eV
* LUMO energy: -3.25 eV

Mulliken population analysis, charges in e, atoms 1 to 2: -1.50 0.24


ii:
This record from OMol25 describes 3 unconnected molecules or ions with the total composition C5H15N2O. The level of theory is the ωB97M-V functional and the def2-TZVPD basis.

Element x y z (Å)
C 2.845 0.502 0.364
C 1.610 0.316 1.130
C 0.658 1.352 1.190
C 0.645 2.469 0.418
N -1.847 -2.149 0.967
C -2.222 -1.741 -0.389
N -1.045 -1.800 -1.210
H 2.516 0.973 -0.566
H 3.273 -0.455 0.077
H 3.586 1.124 0.864
H 1.202 -0.608 1.537
H -2.564 -2.061 1.673
H -2.534 -0.696 -0.386
H -0.137 1.264 1.924
H 1.399 2.576 -0.355
H 0.190 3.395 0.750
H -1.473 -3.089 0.984
H -3.024 -2.321 -0.854
H -0.760 -2.562 -1.792
H -0.447 -0.999 -1.220
H -0.675 1.583 -2.507
H -0.440 1.761 -0.957
O -0.756 1.165 -1.641

* net charge: +1
* HOMO energy: -11.581 eV
* LUMO energy: -7.44 eV

Mulliken population analysis, charges in e, atoms 1 to 2: -1.13 0.31


Quick one: least stable of them? ii


i:
This record from OMol25 describes 2 unconnected molecules or ions with the total composition C5H15N2O. The level of theory is the ωB97M-V functional and the def2-TZVPD basis.

Element x y z (Å)
N -2.988 0.156 -0.461
C -1.729 -0.241 0.147
C -1.335 -1.498 -0.625
C -0.773 0.903 0.038
N 0.554 0.330 -0.388
C 1.657 1.158 -0.075
C 2.848 0.338 0.439
O 3.367 -0.506 -0.558
H -1.856 -0.473 1.234
H -3.453 0.959 -0.044
H -3.662 -0.588 -0.320
H 0.300 -1.089 1.332
H -2.176 -2.000 -1.100
H -0.691 -1.261 -1.467
H -0.825 -2.201 0.040
H -0.613 1.282 1.053
H -1.146 1.724 -0.577
H 0.283 -0.458 0.525
H 1.414 1.870 0.724
H 2.008 1.769 -0.914
H 3.707 0.917 0.760
H 2.464 -0.224 1.314
H 2.646 -0.867 -1.077

* net charge: +1
* HOMO energy: -13.833 eV
* LUMO energy: -8.41 eV

Mulliken population analysis, charges in e, atoms 1 to 2: -0.74 0.27


ii:
This record from OMol25 describes a gas-phase ion, C5H15N2O (charge +1). The level of theory is the ωB97M-V functional and the def2-TZVPD basis.

Element x y z (Å)
C -2.373 0.048 1.157
N -1.387 0.666 0.311
C -1.594 2.143 0.403
C 0.014 0.316 0.521
C 0.300 -0.864 -0.484
N 1.105 -1.930 0.270
C 1.278 -0.291 -1.543
O 2.453 0.062 -0.822
H -1.936 -0.955 1.404
H -2.868 0.472 2.051
H -3.235 -0.251 0.512
H -2.294 2.433 1.199
H -0.659 2.696 0.402
H -2.304 2.541 -0.376
H 0.561 1.266 0.264
H 0.381 0.108 1.546
H -0.683 -1.250 -0.770
H 1.280 -2.739 -0.368
H 1.982 -1.402 0.357
H 0.641 -2.202 1.124
H 1.504 -0.956 -2.381
H 0.736 0.617 -1.816
H 3.213 0.031 -1.413

* net charge: +1
* HOMO energy: -12.285 eV
* SMILES: CN(C)C[C@H]([NH3+])CO
* LUMO energy: -3.35 eV

Mulliken population analysis, charges in e, atoms 1 to 2: -1.06 0.07


Quick one: least stable of them? i


i:
This record from OMol25 describes 2 unconnected molecules or ions with the total composition C5H15N2O. The level of theory is the ωB97M-V functional and the def2-TZVPD basis.

Element x y z (Å)
C -1.183 -1.063 -0.118
C -1.159 -0.593 1.391
C -0.330 0.614 1.738
N 3.039 -0.321 0.631
C 1.764 -0.424 1.162
C 0.975 0.668 1.013
N -0.894 0.058 -1.076
H -2.162 -1.423 -0.374
H -0.460 -1.912 -0.217
H -2.210 -0.416 1.687
H -0.850 -1.570 1.967
H -0.299 0.768 2.834
H -0.973 1.447 1.416
H 3.453 0.551 0.363
H 3.792 -0.928 0.900
H 1.500 -1.419 1.414
H 1.384 1.578 0.663
H 0.048 0.053 -1.473
H -1.512 -0.119 -1.854
H -0.883 0.971 -0.622
H -0.214 1.210 -3.767
H -1.720 1.316 -4.160
O -1.105 0.955 -3.515

* net charge: +1
* HOMO energy: -11.484 eV
* LUMO energy: -3.05 eV

Mulliken population analysis, charges in e, atoms 1 to 2: -0.64 -0.60


ii:
This record from OMol25 describes a gas-phase ion, C5H15N2O (charge +1). The level of theory is the ωB97M-V functional and the def2-TZVPD basis.

Element x y z (Å)
C 2.159 1.847 -1.218
C 0.923 1.944 -0.271
N 0.878 0.851 0.827
C 0.736 -0.557 0.339
C -0.785 -1.101 0.753
N -1.640 0.119 1.041
C -1.250 -2.224 -0.317
O -2.674 -2.149 -0.126
H 2.551 2.796 -1.615
H 3.062 1.419 -0.692
H 2.125 1.105 -1.975
H 1.000 2.941 0.201
H -0.087 1.942 -0.805
H 1.744 1.105 1.384
H 1.505 -1.219 0.814
H 0.868 -0.703 -0.808
H -0.650 -1.708 1.717
H -2.456 -0.215 1.592
H -1.236 0.887 1.507
H -1.864 0.214 0.084
H -0.930 -1.871 -1.347
H -0.767 -3.246 -0.084
H -3.210 -2.176 -1.000

* net charge: +1
* HOMO energy: -13.272 eV
* SMILES: CCNC[C@@H]([NH3+])CO
* LUMO energy: -3.18 eV

Mulliken population analysis, charges in e, atoms 1 to 2: -1.08 -0.39


Quick one: least stable of them? ii


i:
This record from OMol25 describes C3H4N2S in the gas phase. The level of theory is the ωB97M-V functional and the def2-TZVPD basis.

Element x y z (Å)
N -3.187 0.113 -0.203
C -2.134 -0.319 -0.047
C -0.722 -0.598 0.087
C 0.084 0.652 0.088
N 1.313 0.922 -0.065
S 2.469 -0.389 -0.098
H -0.586 -1.218 0.989
H -0.413 -1.228 -0.744
H -0.341 1.628 0.156
H 3.517 0.438 -0.163

* HOMO energy: -9.573 eV
* SMILES: N#CC/C=N\S
* LUMO energy: 0.63 eV

Mulliken population analysis, charges in e, atoms 1 to 2: -0.36 0.06


ii:
This record from OMol25 describes C3H4N2S in the gas phase. The level of theory is the ωB97M-V functional and the def2-TZVPD basis.

Element x y z (Å)
C 0.531 0.413 0.190
C 0.743 -1.033 0.033
C -0.759 0.774 -0.511
N 1.184 0.993 1.111
N 0.929 -2.153 -0.214
S -1.778 -0.441 0.284
H -1.216 1.851 -0.504
H -0.823 0.691 -1.597
H 0.769 1.950 1.194
H 0.420 -3.044 0.015

* HOMO energy: -7.910 eV
* LUMO energy: -0.97 eV

Mulliken population analysis, charges in e, atoms 1 to 2: 0.41 0.31


Quick one: least stable of them? ii


i:
This record from OMol25 describes C3H4N2S in the gas phase. The level of theory is the ωB97M-V functional and the def2-TZVPD basis.

Element x y z (Å)
N -1.437 0.134 0.799
C -0.199 0.169 1.273
S 0.268 0.185 2.794
C 1.050 -0.120 0.048
C 1.162 -0.632 -1.407
N 0.901 0.611 -1.370
H -1.458 0.308 -0.235
H -2.220 0.567 1.280
H 2.040 -0.157 0.562
H 1.333 -1.271 -2.278

* HOMO energy: -8.631 eV
* SMILES: NC(=S)[C@H]1C=N1
* LUMO energy: 0.61 eV

Mulliken population analysis, charges in e, atoms 1 to 2: -0.41 0.33


ii:
This record from OMol25 describes C3H4N2S in the gas phase. The level of theory is the ωB97M-V functional and the def2-TZVPD basis.

Element x y z (Å)
N 2.668 -0.455 -0.064
C 1.572 -0.132 -0.064
C 0.153 0.024 0.193
N -0.414 -1.004 0.931
C -0.726 0.875 -0.952
S -0.234 1.767 0.512
H 0.046 -1.936 0.565
H -0.482 -1.041 1.953
H -1.756 0.537 -1.004
H -0.827 1.365 -2.071

* HOMO energy: -9.416 eV
* SMILES: N#C[C@]1(N)CS1
* LUMO energy: 0.57 eV

Mulliken population analysis, charges in e, atoms 1 to 2: -0.38 0.20


iii:
This record from OMol25 describes C3H4N2S in the gas phase. The level of theory is the ωB97M-V functional and the def2-TZVPD basis.

Element x y z (Å)
S -1.927 0.013 -0.082
N -0.228 0.022 -0.014
C 0.610 1.106 -0.008
C 1.877 0.609 0.014
N 1.843 -0.751 0.024
C 0.597 -1.095 0.010
H -2.255 0.043 1.261
H 0.264 2.163 0.029
H 2.826 1.080 -0.066
H 0.177 -2.119 -0.079

* HOMO energy: -9.114 eV
* SMILES: Sn1ccnc1
* LUMO energy: 0.54 eV

Mulliken population analysis, charges in e, atoms 1 to 2: -0.15 -0.01


iv:
This record from OMol25 describes C3H4N2S in the gas phase. The level of theory is the ωB97M-V functional and the def2-TZVPD basis.

Element x y z (Å)
C 1.247 -0.943 -0.334
C 3.290 0.867 0.985
C -1.122 -0.265 -0.094
N 2.429 -1.102 -0.562
N 0.116 -0.949 0.079
S 3.770 -0.010 -0.232
H 4.043 1.777 1.076
H -1.828 -0.913 0.387
H -1.134 0.685 0.341
H -1.127 -0.068 -1.120

* HOMO energy: -9.109 eV
* LUMO energy: -0.10 eV

Mulliken population analysis, charges in e, atoms 1 to 2: 0.57 -0.36


Quick one: least stable of them? iv


i:
This record from OMol25 describes 3 unconnected molecules or ions with the total composition C4H16NO2S. The level of theory is the ωB97M-V functional and the def2-TZVPD basis.

Element x y z (Å)
C 0.978 -0.508 0.267
C -0.462 -0.883 0.226
C -1.411 0.382 0.399
S -1.240 1.255 1.898
C -1.899 -0.226 2.981
N 1.493 0.137 -0.976
H 1.331 0.110 1.168
H 1.688 -1.413 0.498
H -0.757 -1.700 0.955
H -0.754 -1.427 -0.632
H -2.495 0.075 0.233
H -1.156 1.089 -0.385
H -2.350 0.160 3.789
H -1.094 -0.900 3.360
H -2.586 -0.929 2.501
H 1.570 -0.613 -1.705
H 0.797 0.872 -1.345
H 2.351 0.732 -0.815
H 0.173 3.764 -1.877
H 0.588 4.753 -0.878
O 0.672 3.834 -1.151
H 2.243 -3.251 -2.785
H 0.728 -2.809 -3.009
O 1.592 -2.504 -2.716

* net charge: +1
* HOMO energy: -11.854 eV
* LUMO energy: -3.11 eV

Mulliken population analysis, charges in e, atoms 1 to 2: -0.67 -0.53


ii:
This record from OMol25 describes 3 unconnected molecules or ions with the total composition C4H16NO2S. The level of theory is the ωB97M-V functional and the def2-TZVPD basis.

Element x y z (Å)
C 1.276 -1.063 -0.534
C 1.539 0.329 -1.076
C 0.490 1.395 -0.832
S -0.922 1.076 -1.979
C -2.379 1.073 -0.890
N 0.682 -1.091 0.829
H 0.509 -1.510 -1.173
H 2.060 -1.807 -0.644
H 1.857 0.235 -2.107
H 2.498 0.644 -0.635
H 0.936 2.319 -1.184
H 0.044 1.496 0.153
H -2.374 1.903 -0.193
H -2.521 0.098 -0.434
H -3.205 1.195 -1.591
H 0.080 -0.301 1.069
H -0.036 -1.833 0.886
H 1.246 -1.152 1.692
H -1.908 -2.246 0.800
H -2.459 -1.807 2.121
O -1.645 -2.157 1.730
H 2.489 0.543 2.627
H 1.546 0.321 3.792
O 2.117 -0.159 3.175

* net charge: +1
* HOMO energy: -12.077 eV
* LUMO energy: -3.22 eV

Mulliken population analysis, charges in e, atoms 1 to 2: -0.71 -0.59


Quick one: least stable of them? i